1.
Below is C6H15N in the gas phase, with properties calculated with ωB97M-V with the def2-TZVPD basis set.

CARTESIAN COORDINATES (ANGSTROEM)
C1 1.6122 0.2371 2.8413
C2 0.4712 0.4780 1.8706
C3 0.6902 -0.1119 0.5042
N1 -0.4919 -0.1381 -0.3408
C4 -0.9490 1.2269 -0.6078
C5 -0.1989 -0.9720 -1.5151
C6 -1.2323 -0.8614 -2.6457
H1 2.3971 0.9839 2.7195
H2 2.1018 -0.7201 2.6783
H3 1.2680 0.3075 3.8789
H4 0.3012 1.5679 1.8450
H5 -0.4876 0.1727 2.2986
H6 1.0496 -1.1442 0.6148
H7 1.5452 0.3394 -0.0165
H8 -1.5414 1.5281 0.2508
H9 -0.1432 1.9635 -0.7407
H10 -1.5994 1.2787 -1.4712
H11 0.7711 -0.6686 -1.9311
H12 -0.1931 -1.9877 -1.1614
H13 -0.9437 -1.4575 -3.5116
H14 -1.3578 0.1907 -2.9060
H15 -2.1835 -1.2097 -2.2687

Forces on atoms 1 to 6 (eV/Å):
C 0.29 0.17 0.21
C -0.61 1.15 0.59
C 0.09 -0.89 -0.07
N 0.04 0.21 -0.34
C -0.06 -0.26 0.34
C -0.47 1.05 -0.59

The HOMO energy comes out at -8.427 eV. The value obtained for the total energy is -292.3328 Eh. Its energy above the lowest of the compared OMol25 structures with the same formula, charge and spin is 22.73 kcal/mol. As for the LUMO energy: 1.177 eV. The calculation puts the strongest force on any atom at 1.4 eV Å⁻¹.

---

2.
Below is C6H15N in the gas phase, with properties calculated with ωB97M-V with the def2-TZVPD basis set.

CARTESIAN COORDINATES (ANGSTROEM)
C1 2.4171 -0.9230 -0.6442
C2 1.1844 -1.8944 -0.9853
C3 0.0298 -1.8320 -0.0210
N1 -0.9565 -0.7682 -0.0164
C4 -0.5059 0.4845 0.6152
C5 -1.5152 1.6076 0.6161
C6 -0.9554 3.0320 0.5212
H1 2.3024 0.0964 -1.0483
H2 2.5167 -0.8611 0.4920
H3 3.2909 -1.4284 -1.0192
H4 0.7687 -1.4854 -1.9248
H5 1.6356 -2.8280 -1.2293
H6 -0.5469 -2.8014 -0.3197
H7 0.2595 -2.0502 1.0264
H8 -1.1472 -0.5460 -1.0378
H9 -0.1100 0.3756 1.6463
H10 0.4154 0.9108 0.0876
H11 -2.1938 1.5678 1.5206
H12 -2.1600 1.4984 -0.2813
H13 -1.6540 3.8298 0.1623
H14 -0.0753 3.0335 -0.0731
H15 -0.7714 3.4465 1.5114

Forces on atoms 1 to 6 (eV/Å):
C -1.33 -0.71 1.47
C 1.17 3.97 -0.49
C -1.75 -3.69 0.32
N 0.21 1.19 -1.55
C 2.27 1.00 -0.35
C -2.18 0.56 -0.14

The HOMO energy comes out at -8.796 eV. The value obtained for the total energy is -292.3124 Eh. Its energy above the lowest of the compared OMol25 structures with the same formula, charge and spin is 35.51 kcal/mol. As for the LUMO energy: 1.122 eV. The calculation puts the strongest force on any atom at 4.2 eV Å⁻¹.

---

3.
Below is C6H15N in the gas phase, with properties calculated with ωB97M-V with the def2-TZVPD basis set.

CARTESIAN COORDINATES (ANGSTROEM)
C1 -1.8079 1.1214 1.9111
C2 -0.9667 -0.1500 1.9891
C3 0.4916 0.1246 1.6559
C4 1.0277 -0.2516 0.2521
N1 0.3292 0.5218 -0.7963
C5 0.7049 0.2330 -2.1586
C6 0.7630 -1.2398 -2.6300
H1 -2.7955 0.8532 2.2929
H2 -1.4385 1.9282 2.5200
H3 -1.9003 1.5551 0.9159
H4 -1.0004 -0.7247 2.9271
H5 -1.3739 -0.8842 1.2754
H6 0.5923 1.2265 1.6733
H7 1.3016 -0.1318 2.3331
H8 0.7654 -1.2773 -0.0369
H9 2.0761 0.0247 0.3216
H10 -0.6699 0.6225 -0.6810
H11 -0.1728 0.5768 -2.7064
H12 1.5674 0.7348 -2.6098
H13 1.0986 -1.2041 -3.6768
H14 -0.1720 -1.7923 -2.5348
H15 1.5801 -1.8669 -2.2369

Forces on atoms 1 to 6 (eV/Å):
C -0.72 -0.71 0.62
C 0.58 -0.94 -0.42
C 1.01 1.48 -1.22
C -2.34 0.55 0.02
N 1.53 0.74 0.44
C -1.69 -0.99 -0.88

The HOMO energy comes out at -8.371 eV. The value obtained for the total energy is -292.3156 Eh. Its energy above the lowest of the compared OMol25 structures with the same formula, charge and spin is 33.54 kcal/mol. As for the LUMO energy: 1.158 eV. The calculation puts the strongest force on any atom at 2.4 eV Å⁻¹.

---

4.
Below is a gas-phase ion, C6H15N (charge +1), with properties calculated with ωB97M-V with the def2-TZVPD basis set.

CARTESIAN COORDINATES (ANGSTROEM)
C1 -0.7370 0.2476 0.2419
C2 0.0560 1.3860 -0.6035
C3 -0.5260 2.7454 -0.2491
C4 0.2960 1.2091 -2.1116
C5 0.1095 -1.0379 0.1487
N1 -0.0642 -1.7312 1.4474
C6 0.5716 -3.0225 1.6920
H1 -1.6290 0.1840 -0.3258
H2 -0.7480 0.5436 1.2787
H3 1.1612 1.2883 -0.1756
H4 0.2628 3.4972 -0.2740
H5 -0.8488 2.6292 0.7804
H6 -1.4333 3.1024 -0.8110
H7 1.3655 1.4891 -2.2530
H8 -0.2712 1.6641 -2.9128
H9 0.1230 0.1407 -2.3183
H10 0.0179 -1.7383 -0.6942
H11 1.1908 -0.7984 0.1921
H12 -1.0854 -1.8335 1.6011
H13 1.6257 -2.7949 1.8816
H14 0.3672 -3.6987 0.8454
H15 0.1955 -3.4712 2.6195

Forces on atoms 1 to 6 (eV/Å):
C 2.77 0.57 -3.05
C 1.45 -0.02 1.31
C -0.44 0.12 0.48
C 0.91 -1.63 0.25
C 1.17 0.96 2.31
N -2.42 -2.75 -2.84

The HOMO energy (alpha / beta) comes out at -14.354 / -14.345 eV. The value obtained for the total energy is -291.9918 Eh. Its spin multiplicity is 2. Its charge is +1. Its energy above the lowest of the compared OMol25 structures with the same formula, charge and spin is 44.15 kcal/mol. As for the LUMO energy (alpha / beta): -3.180 / -8.239 eV. The calculation puts the strongest force on any atom at 4.6 eV Å⁻¹.

---

no.,M (Da)
1,101.193
2,101.193
3,101.193
4,101.193